[1]
Below is C4H8O3 in the gas phase, with properties calculated with ωB97M-V with the def2-TZVPD basis set.

Last column: Löwdin charge in e.
Element x y z (Å)
C: -2.8435 0.0169 -0.2507  -0.051
O: -1.6481 -0.2352 0.4914  -0.037
C: -0.5191 0.0915 -0.1561  -0.500
O: -0.5112 0.5699 -1.2678  0.103
C: 0.7140 -0.1992 0.6625  -0.075
C: 1.9662 -0.0278 -0.1790  -0.271
O: 3.0807 -0.0893 0.6892  -0.064
H: -2.8824 -0.6270 -1.1336  0.097
H: -3.6680 -0.2082 0.4252  0.093
H: -2.8804 1.0592 -0.5761  0.095
H: 0.7502 0.4914 1.5136  0.138
H: 0.6469 -1.2067 1.0864  0.134
H: 2.0070 -0.8161 -0.9463  0.127
H: 1.9097 0.9336 -0.7049  0.123
H: 3.8478 0.2337 0.2031  0.088

Cartesian forces (eV/Å) of the 3 atoms listed first:
-0.2401 0.0356 -0.0986
0.1480 0.0111 -0.0177
0.0980 0.1184 -0.2844

The calculation puts the HOMO energy at -10.47 eV. Its total energy is -382.93206 Eh. The value obtained for the energy above the lowest of the compared OMol25 structures with the same formula, charge and spin is 0.892 eV. As for the structure (SMILES): COC(=O)CCO. Its spin multiplicity is 1. The calculation puts the HOMO-LUMO gap at 11.3 eV. Its total charge is 0.



[2]
Below is C4H8O3 in the gas phase, with properties calculated with ωB97M-V with the def2-TZVPD basis set.

Last column: Löwdin charge in e.
Element x y z (Å)
O: -2.3701 -0.0293 -0.3960  -0.049
C: -1.4196 -0.3973 0.5569  -0.186
C: -0.0191 0.0271 -0.0313  -0.374
C: 1.1289 -0.7355 0.5697  -0.207
O: 2.3801 -0.1937 0.2439  -0.042
C: 0.1546 1.3702 -0.5888  -0.065
O: 0.2449 0.2315 -1.4531  -0.032
H: -1.7849 -0.1583 -1.1627  0.083
H: -1.6671 0.0650 1.5372  0.140
H: -1.3919 -1.4826 0.7397  0.119
H: 1.0010 -0.7055 1.6520  0.134
H: 1.0620 -1.7959 0.2578  0.139
H: 2.3680 -0.0796 -0.7183  0.093
H: 1.0580 1.9277 -0.3550  0.122
H: -0.7243 1.9644 -0.8348  0.126

Cartesian forces (eV/Å) of the 3 atoms listed first:
0.2542 -0.3117 -0.5403
1.0862 -0.0486 -0.1416
-0.1207 0.2010 1.0691

The calculation puts the HOMO energy at -10.28 eV. Its total energy is -382.86005 Eh. The value obtained for the energy above the lowest of the compared OMol25 structures with the same formula, charge and spin is 2.851 eV. As for the structure (SMILES): OCC1(CO)CO1. Its spin multiplicity is 1. The calculation puts the HOMO-LUMO gap at 11.1 eV. Its total charge is 0.



Q: Number 2 is which compound?
A: C4H8O3